{"formula": "C6H15N3O2", "method": "the ωB97M-V functional and the def2-TZVPD basis", "max_force_ev_per_a": 4.4, "e_tot_ha": -552.3294, "orbital_gap_ev": 9.53, "homo_energy_ev": -8.964, "mol_weight_g_mol": 161.20, "e_lumo_ev": 0.56, "symbols": ["H", "N", "C", "N", "N", "C", "C", "H", "H", "H", "H", "H", "H", "H", "H", "C", "C", "C", "O", "O", "H", "H", "H", "H", "H", "H"], "coordinates": [[-3.55543, -1.64071, -0.14320], [-2.61447, -1.82557, 0.20872], [-2.10721, -0.91589, 0.94392], [-2.58057, 0.29667, 1.36396], [-0.82728, -1.08587, 1.54402], [-0.02363, -2.21074, 0.99311], [-0.20689, -3.35143, 1.97653], [-1.86626, 1.01366, 1.37449], [-3.40721, 0.74890, 1.02389], [-0.74575, -1.09052, 2.55988], [1.04587, -2.09330, 0.82846], [-0.41089, -2.48702, 0.03026], [-0.11514, -3.00630, 2.99572], [0.54618, -4.15598, 1.96751], [-1.11109, -3.93269, 1.92978], [1.56591, 0.27094, -0.33578], [1.98098, 1.70508, -0.48667], [1.65031, 2.42937, -1.73115], [1.92259, 3.58196, -2.02550], [1.14946, 1.68885, -2.69894], [1.41644, 0.06468, 0.74844], [2.27415, -0.54694, -0.55936], [0.66725, 0.03873, -0.95648], [1.63482, 2.25523, 0.39926], [3.01385, 1.88516, -0.33018], [1.10371, 1.70992, -3.65483]], "atomic_forces_ev_per_a": [[0.46, 0.42, 0.01], [-0.26, 0.12, 0.28], [0.55, -0.72, 0.61], [-0.17, 1.68, 0.32], [1.36, -0.63, -1.66], [-0.95, -0.91, 1.06], [1.02, -1.61, 0.42], [0.22, -0.37, 0.34], [-0.62, -0.76, -0.40], [-0.68, 0.42, -0.52], [0.02, 0.98, 0.43], [-0.39, 0.01, -0.34], [-0.08, 0.41, 0.45], [0.25, 0.39, -0.55], [-0.84, 0.36, -0.34], [-0.47, -1.66, 0.55], [-0.50, 0.30, 1.20], [1.04, 2.96, -3.08], [0.06, -0.43, 1.70], [-1.49, -3.89, 0.71], [-0.57, 0.31, -0.84], [0.26, 0.84, -0.59], [0.47, 0.21, 0.92], [-0.58, 0.22, -0.52], [1.40, -0.17, -0.28], [0.51, 1.50, 0.13]]}